No. 1
Here is a single C2H4BrFO molecule in a non-equilibrium geometry from the OMol25 dataset. Energies are from ωB97M-V with the def2-TZVPD basis set.

## Properties
Total energy in eV: -76946.11804
E_LUMO in eV: 0.67
Structure (SMILES): C[C@](O)(F)Br
Spin multiplicity: 1

```
9
Properties=species:S:1:pos:R:3:forces:R:3:mulliken_charge:R:1
C 0.170 -0.960 -0.519 -1.445 0.943 -1.378 -0.9988
C 0.094 0.423 0.219 -0.800 -1.395 2.020 0.5946
O -0.398 1.477 -0.460 0.466 -0.835 -0.273 -0.4500
F 1.230 0.726 0.940 -0.021 0.074 -1.382 -0.2243
Br -1.103 -0.023 1.903 -0.081 0.280 -0.641 -0.2645
H 0.685 -1.714 0.064 0.293 0.336 0.262 0.3515
H -0.888 -1.408 -0.706 1.800 1.243 0.304 0.3178
H 0.671 -0.807 -1.514 -0.368 -0.198 0.903 0.2880
H -0.460 2.286 0.073 0.157 -0.447 0.184 0.3857
```
Positions in Å, forces in eV/Å.

No. 2
Here is 2 unconnected molecules or ions with the total composition C4H12 in a non-equilibrium geometry from the OMol25 dataset. Energies are from ωB97M-V with the def2-TZVPD basis set.

## Properties
Total energy in eV: -4342.12842
E_LUMO in eV: 1.20
Structure (SMILES): CC.CC
Spin multiplicity: 1

```
16
Properties=species:S:1:pos:R:3:forces:R:3:mulliken_charge:R:1
C 0.705 1.701 -0.758 -0.972 -1.334 -0.573 -0.6755
C 1.409 1.185 0.482 0.434 0.100 0.486 -0.6178
H 1.222 1.437 -1.666 0.233 -0.169 -0.417 0.2580
H -0.294 1.218 -0.829 0.553 0.454 -0.077 0.0629
H 0.537 2.763 -0.802 0.134 0.455 0.312 0.3557
H 2.492 1.045 0.384 -0.115 0.454 -0.198 0.2647
H 1.079 0.198 0.837 -0.261 0.668 -0.143 0.0424
H 1.222 1.944 1.233 0.219 -0.258 0.657 0.2795
C -0.419 -1.771 0.445 0.336 1.198 -1.623 -0.7814
C -1.679 -1.103 -0.136 0.423 0.063 0.262 -0.8376
H -0.367 -1.635 1.531 0.280 -0.230 -0.370 0.2684
H -0.472 -2.790 0.116 0.158 -0.862 0.472 0.3430
H 0.470 -1.348 -0.114 -0.769 -0.490 1.039 0.2062
H -1.757 -1.291 -1.207 0.015 -0.045 -0.008 0.2754
H -1.647 -0.014 -0.005 -0.337 -0.352 0.199 0.2401
H -2.538 -1.558 0.350 -0.331 0.349 -0.019 0.3160
```
Positions in Å, forces in eV/Å.

No. 3
Here is 2 unconnected molecules or ions with the total composition C6H13NO4 in a non-equilibrium geometry from the OMol25 dataset. Energies are from ωB97M-V with the def2-TZVPD basis set.

## Properties
Total energy in eV: -16107.77008
E_LUMO in eV: 0.69
Structure (SMILES): C/C(O)=[N+](\[O-])O.CCC(C)=O
Spin multiplicity: 1

```
24
Properties=species:S:1:pos:R:3:forces:R:3:mulliken_charge:R:1
C -3.237 1.324 -0.302 0.143 -0.744 1.249 -0.9718
C -2.384 0.191 0.199 -0.004 0.646 4.060 0.4587
O -2.234 0.267 1.567 -1.151 0.906 -0.671 -0.4805
N -1.810 -0.722 -0.472 0.138 -0.191 1.069 0.6880
O -1.851 -0.816 -1.699 0.374 -0.859 -1.582 -0.7358
O -1.036 -1.673 0.363 -0.358 1.049 -0.743 -0.4621
H -2.577 1.833 -1.004 -0.294 0.881 0.241 0.2336
H -3.646 1.891 0.689 1.017 -1.213 -2.990 0.2603
H -3.976 0.829 -0.947 -0.389 0.538 0.361 0.3168
H -1.846 -0.459 2.052 0.608 -0.628 -0.687 0.3639
H -1.473 -2.507 0.201 -0.375 -0.581 -0.392 0.2952
C 2.472 -1.839 0.314 1.890 0.498 1.008 -1.1779
C 2.416 -0.400 -0.239 0.143 -2.784 -2.975 -0.4827
C 1.355 0.561 0.280 1.042 -1.601 1.416 1.0008
C 1.499 1.875 -0.408 1.057 -2.072 -1.058 -1.6049
O 0.580 0.235 1.180 1.268 1.302 -1.686 -0.5505
H 2.849 -2.660 -0.353 -0.478 1.102 0.448 0.3115
H 3.095 -1.815 1.237 0.235 -0.148 -0.713 0.3217
H 1.578 -2.066 0.777 -2.387 -0.893 0.265 0.3023
H 3.479 -0.107 -0.197 -0.729 1.000 -0.189 0.4021
H 2.172 -0.588 -1.399 0.488 1.006 2.203 0.2397
H 2.492 2.119 -0.759 0.386 -0.486 0.017 0.3749
H 0.877 1.906 -1.246 -1.119 -0.183 -1.574 0.3565
H 1.207 2.622 0.166 -1.503 3.452 2.922 0.5402
```
Positions in Å, forces in eV/Å.

We obtain HOMO values of -10.12 -11.28 -8.18 eV for the records listed above, in that order.